1.
22
Properties=species:S:1:pos:R:3 method="wB97M-V/def2-TZVPD" largest_force_ev_per_a=6.334 lumo_energy_ev="-3.0 / -4.6" gap_ev="7.83 / 9.60" spin_multiplicity=3 charge=+1 relative_energy_kcal_mol=32.90
C 1.729 1.031 0.057
C 0.490 1.791 0.210
C -0.679 -0.397 0.018
C -1.297 -0.483 1.383
C -1.358 -1.205 -1.087
N 1.542 -0.262 0.731
N 2.230 -1.316 0.168
N -0.602 0.996 -0.434
H 2.212 1.128 -0.927
H 2.535 1.497 0.616
H 0.258 2.110 1.142
H 0.484 2.808 -0.428
H -1.119 -1.271 2.029
H -2.448 -0.502 1.392
H -0.993 0.341 1.936
H -1.555 -2.208 -0.915
H -0.814 -1.148 -2.027
H -2.231 -0.718 -1.285
H 2.357 -1.922 0.882
H 2.907 -1.050 -0.556
H -1.497 1.467 -0.146
H -0.699 1.029 -1.448

---

2.
91
Properties=species:S:1:pos:R:3 method="wB97M-V/def2-TZVPD" largest_force_ev_per_a=2.856 lumo_energy_ev="0.3 / -2.6" gap_ev="5.65 / 5.22" spin_multiplicity=3 charge=0 relative_energy_kcal_mol=0.00
Pt 0.489 0.122 0.951
C -1.812 1.025 -3.349
C -1.838 -0.317 -3.357
C -1.225 -1.188 -4.416
C 0.182 -0.754 -4.920
C 1.093 -0.147 -3.893
C 1.042 1.100 -3.416
C 0.310 2.226 -4.090
C -1.178 1.905 -4.379
C 1.837 0.828 2.404
H -2.394 1.578 -2.613
H -2.537 -0.851 -2.708
H -1.895 -1.252 -5.294
H -1.160 -2.210 -4.021
H 0.682 -1.660 -5.303
H 0.055 -0.076 -5.775
H 1.939 -0.797 -3.657
H 1.699 1.417 -2.609
H 0.799 2.497 -5.046
H 0.372 3.112 -3.436
H -1.736 2.858 -4.398
H -1.272 1.461 -5.379
H 1.330 1.667 2.899
H 2.809 1.118 1.984
H 1.941 -0.024 3.085
P -1.039 -0.894 -0.339
P 2.282 -0.051 -0.322
C 0.194 -1.603 -1.445
C 1.543 -1.305 -1.385
C -2.115 -2.243 0.159
C -2.248 -3.409 -0.615
C -3.121 -4.410 -0.195
C -3.827 -4.272 1.007
C -3.696 -3.112 1.778
C -2.892 -2.072 1.318
C -2.249 0.503 -0.466
C -1.817 1.828 -0.245
C -2.695 2.895 -0.410
C -4.016 2.657 -0.799
C -4.475 1.343 -0.959
C -3.610 0.268 -0.761
C 3.702 -0.960 0.354
C 3.450 -2.128 1.091
C 4.513 -2.966 1.427
C 5.820 -2.623 1.064
C 6.071 -1.406 0.419
C 5.018 -0.561 0.083
C 2.865 1.652 -0.698
C 2.242 2.743 -0.057
C 2.627 4.053 -0.342
C 3.636 4.294 -1.277
C 4.259 3.222 -1.921
C 3.880 1.908 -1.642
H -0.149 -2.402 -2.107
H 2.285 -1.884 -1.950
H -1.682 -3.521 -1.541
H -3.234 -5.305 -0.809
H -4.481 -5.079 1.344
H -4.220 -3.006 2.729
H -2.858 -1.116 1.849
H -0.780 2.035 0.060
H -2.320 3.905 -0.218
H -4.689 3.503 -0.965
H -5.517 1.152 -1.220
H -3.984 -0.759 -0.832
H 2.428 -2.373 1.389
H 4.317 -3.891 1.968
H 6.645 -3.301 1.293
H 7.091 -1.117 0.169
H 5.223 0.394 -0.395
H 1.463 2.568 0.695
H 2.128 4.874 0.175
H 3.927 5.323 -1.497
H 5.055 3.407 -2.643
H 4.354 1.073 -2.167
O 0.135 -2.136 3.084
C -0.530 -1.145 3.412
N -0.813 -0.108 2.514
S -1.712 1.203 3.113
O -0.962 2.432 3.027
O -3.064 1.173 2.613
C -1.697 0.474 4.712
C -2.279 1.035 5.846
C -2.254 0.290 7.029
C -1.671 -0.991 7.054
C -1.115 -1.543 5.899
C -1.125 -0.794 4.716
H -2.724 2.026 5.780
H -2.689 0.706 7.936
H -1.663 -1.556 7.986
H -0.676 -2.536 5.866

---

3.
24
Properties=species:S:1:pos:R:3 method="wB97M-V/def2-TZVPD" largest_force_ev_per_a=1.422 lumo_energy_ev=0.8 gap_ev=10.63 charge=0 relative_energy_kcal_mol=16.24
O 1.995 0.834 0.248
C 1.056 1.020 1.005
C 0.098 2.174 0.820
C 0.785 0.110 2.180
H 0.386 2.778 -0.057
H 0.105 2.824 1.712
H -0.928 1.798 0.667
H 0.830 0.680 3.123
H -0.217 -0.342 2.091
H 1.534 -0.699 2.222
C -0.034 0.396 -1.741
C -1.775 -1.276 -1.038
C 0.631 -1.619 -0.394
C -0.466 -0.587 -0.654
H 0.140 -0.149 -2.684
H 0.898 0.911 -1.454
H -0.816 1.155 -1.913
H -1.631 -1.850 -1.969
H -2.099 -1.969 -0.244
H -2.573 -0.533 -1.203
H 1.570 -1.124 -0.095
H 0.330 -2.316 0.407
H 0.817 -2.200 -1.313
H -0.635 -0.017 0.283

---

4.
10
Properties=species:S:1:pos:R:3 method="wB97M-V/def2-TZVPD" largest_force_ev_per_a=5.528 lumo_energy_ev=-1.7 gap_ev=7.89 charge=0 relative_energy_kcal_mol=44.36
C -0.252 2.231 0.714
C 0.307 -1.571 -0.361
C 0.918 -2.285 -1.452
H 0.521 2.595 0.107
H -1.214 0.382 1.204
N -0.431 0.802 0.512
N 1.543 -2.863 -2.221
O -1.061 2.798 1.468
S 0.716 -0.045 -0.437
S -1.047 -2.045 0.466

---

5.
14
Properties=species:S:1:pos:R:3 method="wB97M-V/def2-TZVPD" largest_force_ev_per_a=4.889 lumo_energy_ev=0.8 gap_ev=9.76 charge=0 relative_energy_kcal_mol=80.60
C 0.002 -0.315 -0.167
C 0.390 1.105 -0.190
H -2.690 -0.463 1.007
H -2.897 0.403 -0.653
H -1.369 -1.632 -0.408
H 2.374 -0.645 -1.011
H 2.709 -1.624 0.460
H 0.860 2.361 1.107
N -2.252 0.179 0.139
N -1.323 -0.593 -0.582
N 0.809 -1.260 0.206
N 2.172 -0.713 0.209
O 0.242 1.583 1.027
O 0.974 1.616 -1.145

---

6.
14
Properties=species:S:1:pos:R:3 method="wB97M-V/def2-TZVPD" largest_force_ev_per_a=2.701 lumo_energy_ev=0.8 gap_ev=8.71 charge=0 relative_energy_kcal_mol=29.02
C 1.492 -1.006 0.860
C -0.181 1.366 0.849
C -1.481 -0.591 -0.934
O 1.017 0.344 -1.385
P 0.314 -0.159 -0.034
H 1.872 -1.859 0.300
H 1.124 -1.315 1.832
H 0.712 1.851 1.238
H -0.693 2.023 0.149
H -0.846 1.116 1.672
H -1.623 0.126 -1.731
H -1.408 -1.603 -1.324
H -2.265 -0.526 -0.188
H 1.968 0.232 -1.303

---

Look up the charge of the sixth one.
0